No. 1
Density functional theory data (ωB97M-V/def2-TZVPD) for C4H7N3 in the gas phase.

Results
LUMO level (eV): 1.09
M (g mol⁻¹): 97.1
Kohn-Sham gap (eV): 8.9
Highest occupied orbital energy (eV): -7.84

```
! RIJCOSX wB97M-V def2-TZVPD def2/J DEFGRID3
* xyz 0 1
N -0.8160 0.9927 0.3739
N -0.6844 -0.8866 -2.0815
N 0.5248 -0.9276 -2.1263
H 1.7485 -0.9481 1.1793
H 2.3691 -0.0728 -1.4507
C -1.2522 0.7210 1.7472
C 0.2363 0.2253 -0.0521
C 1.3482 -0.2783 -1.0486
H -1.6526 -0.2968 1.8772
H -2.0265 1.4362 2.0431
H -0.4047 0.8414 2.4268
H -1.5979 1.0409 -0.2733
H 1.0376 -1.2516 -2.9674
C 1.1699 -0.5958 0.3523
*
```

=====

No. 2
Density functional theory data (ωB97M-V/def2-TZVPD) for 2 unconnected molecules or ions with the total composition C5H12O.

Results
LUMO level (eV): 0.86
M (g mol⁻¹): 88.1
Kohn-Sham gap (eV): 9.9
Highest occupied orbital energy (eV): -9.00

```
! RIJCOSX wB97M-V def2-TZVPD def2/J DEFGRID3
* xyz 0 1
H -3.5884 -0.7596 3.6141
H 1.2639 -0.3234 -3.2348
H 2.4494 1.0084 -3.0607
C 2.2081 -0.0223 -2.7506
H 2.8889 0.0976 -0.6893
H -0.0535 -0.3998 -1.4940
H 1.2673 0.1263 1.2024
H -4.8912 -0.2651 2.9191
C 0.7514 -0.2442 -0.7637
C -0.7241 0.7819 1.0157
H -1.2040 0.5965 1.9913
C 0.3828 -0.2373 0.6447
H 3.0118 -0.6920 -3.0999
O -4.0820 -0.8030 2.7639
C 1.9833 -0.0941 -1.2799
H -0.3417 1.8164 1.0027
H -1.4850 0.6781 0.2240
H 0.1630 -1.2642 0.9948
*
```

=====

No. 3
Density functional theory data (ωB97M-V/def2-TZVPD) for a molecular structure, C6H14N2O2Sn.

Results
LUMO level (eV): -11.94
M (g mol⁻¹): 264.9
Kohn-Sham gap (eV): 3.3
Highest occupied orbital energy (eV): -15.22

```
! RIJCOSX wB97M-V def2-TZVPD def2/J DEFGRID3
* xyz 2 1
C 1.8613 4.3391 0.6866
H -1.3506 3.4871 -2.4499
O -0.0425 2.5485 -0.4453
C -0.4706 -3.5326 0.4085
H 1.4247 5.2154 -1.2042
C 0.3060 3.5808 -1.0113
H -2.3343 -4.5533 2.1294
O -1.3682 -2.6572 0.5093
H -1.5710 -6.0676 2.0074
H 0.0477 -5.4876 0.6546
H 2.1824 3.3006 0.7670
H 2.7420 4.9770 0.7610
H 1.1800 4.5840 1.5014
N 1.1706 4.4935 -0.5451
N -0.6702 -4.7965 0.8189
H -2.5368 -5.6240 0.6429
H -0.4143 5.0099 -2.4202
H 0.2345 3.6234 -3.1655
H 1.0582 -3.4171 -1.2107
H 1.6939 -3.4922 0.5267
C -0.3637 3.9270 -2.3064
C 0.9341 -3.1309 -0.1663
H 0.8989 -2.0420 -0.1340
C -1.8671 -5.2133 1.3986
Sn -2.7447 0.9282 2.2467
*
```

=====

No. 4
Density functional theory data (ωB97M-V/def2-TZVPD) for 2 unconnected molecules or ions with the total composition CH4O2P2.

Results
LUMO level (alpha / beta) (eV): -1.08 / -4.12
M (g mol⁻¹): 110.0
Kohn-Sham gap (alpha / beta) (eV): 8.8 / 4.1
Highest occupied orbital energy (alpha / beta) (eV): -9.84 / -8.27

```
! RIJCOSX wB97M-V def2-TZVPD def2/J DEFGRID3
* xyz 0 1
H -1.1383 -0.9609 -0.5110
P 1.0391 -1.5596 0.0039
H -1.0182 -2.2200 0.7124
H 1.1529 -0.5655 -1.0828
O 1.1821 1.5000 -0.8041
P 0.2823 2.1325 0.1775
O -0.0720 3.5348 -0.1810
C -0.6801 -1.2705 0.4209
H -0.7476 -0.5908 1.2642
*
```

=====

Repeat the fourth record exactly.
Density functional theory data (ωB97M-V/def2-TZVPD) for 2 unconnected molecules or ions with the total composition CH4O2P2.

Results
LUMO level (alpha / beta) (eV): -1.08 / -4.12
M (g mol⁻¹): 110.0
Kohn-Sham gap (alpha / beta) (eV): 8.8 / 4.1
Highest occupied orbital energy (alpha / beta) (eV): -9.84 / -8.27

```
! RIJCOSX wB97M-V def2-TZVPD def2/J DEFGRID3
* xyz 0 1
H -1.1383 -0.9609 -0.5110
P 1.0391 -1.5596 0.0039
H -1.0182 -2.2200 0.7124
H 1.1529 -0.5655 -1.0828
O 1.1821 1.5000 -0.8041
P 0.2823 2.1325 0.1775
O -0.0720 3.5348 -0.1810
C -0.6801 -1.2705 0.4209
H -0.7476 -0.5908 1.2642
*
```

=====

- Which of these has the highest M?
  C6H14N2O2Sn